The following is a DFT calculation (the ωB97M-V functional and the def2-TZVPD basis) of a structure of composition C30H29N10O2Tl.

```
72
Properties=species:S:1:pos:R:3:lowdin_charge:R:1
H -2.3588 -5.2526 4.5001 0.13
C 2.9844 -0.1666 2.2848 -0.01
C -3.4991 3.5203 -4.1362 -0.05
C -2.0082 -1.9344 -3.4293 -0.42
C 0.4197 3.1459 1.6029 -0.03
H -0.6012 -6.9929 3.1621 0.10
C -0.5823 -3.8088 2.8088 0.05
H 3.4498 -1.5676 6.4339 0.09
H 2.3646 0.4045 0.3054 0.10
H -2.1261 5.3444 1.1811 0.10
H 0.3697 4.6902 4.6073 0.10
H 1.5807 2.9070 3.3888 0.10
C 0.7756 3.4483 2.9097 -0.07
H 3.8590 0.0460 4.7964 0.12
H -3.0429 1.9526 -5.5517 0.11
C 1.3845 -2.1269 -2.4041 -0.02
H -0.0130 -3.9274 3.7197 0.12
H -3.7092 4.8745 -2.4515 0.11
N -0.9420 -2.7084 0.7308 0.04
H -2.8466 -6.3294 3.1912 0.12
C 0.0932 4.4449 3.5908 -0.08
O 2.8806 -1.5775 5.6593 -0.05
C -0.2541 -2.8464 1.8665 -0.20
O -0.9131 -6.5281 3.9458 -0.05
C 2.7116 -1.0168 3.3487 -0.18
H -2.4844 -3.3659 -0.4421 0.10
H 2.0846 -2.6763 -3.0312 0.08
H -4.2158 4.0272 -4.7676 0.11
N -1.6715 2.2224 -2.5065 0.06
N -1.8083 -2.5103 -4.5502 0.05
C -2.2963 3.3122 -2.1083 -0.32
C -1.9622 -3.5213 0.4957 -0.12
C -3.2272 3.9985 -2.8612 -0.01
C 1.5613 -0.6561 -2.5882 -0.34
C -0.9460 5.1344 2.9727 -0.08
C -2.8476 2.3789 -4.5783 -0.03
H 1.4266 -2.5636 4.0468 0.11
N -0.9182 3.4082 -0.3372 0.05
H -3.1875 -5.1610 1.1413 0.11
C -1.3167 4.8254 1.6753 -0.03
C 1.6496 -1.8964 3.2284 0.05
C -1.9445 1.7588 -3.7234 -0.12
H 0.9296 2.3759 1.0426 0.09
Tl -1.3621 -0.1027 -0.4313 0.70
H 0.3727 -2.4249 -2.6779 0.05
H 1.5421 -2.4114 -1.3645 0.06
H 2.1212 3.1535 -4.4054 0.08
C 2.8352 2.5935 -3.8003 -0.02
C 2.5200 0.0337 -3.3562 0.02
C -2.0203 -5.7224 3.5748 -0.21
N 0.7323 0.2082 -2.0157 -0.03
H -1.4695 5.9151 3.5075 0.10
N -2.0041 3.8191 -0.7726 0.09
H 3.2146 3.2587 -3.0237 0.08
C -1.6510 -4.6645 2.5665 -0.19
C 3.5795 -0.9908 4.5765 -0.21
N -2.0976 -1.3317 -6.7040 0.07
H -1.4420 0.8423 -4.0113 0.10
C -1.9738 -1.8537 -5.6778 -0.43
C -0.6269 3.8262 1.0041 -0.26
H 3.8033 0.5407 2.3239 0.12
H 3.3130 -0.3883 -3.9475 0.11
H 0.6009 2.2233 -2.1020 0.12
C 2.2129 1.3712 -3.2191 -0.30
H 3.6684 2.3134 -4.4408 0.08
C -2.3511 -4.5180 1.3806 0.00
C 0.8915 -1.8946 2.0603 -0.20
N -2.1879 -1.4559 -2.3768 -0.01
N 1.1409 1.4258 -2.4099 0.03
N 1.1509 -1.0686 1.0466 0.07
H 4.5026 -1.5458 4.3658 0.13
C 2.1819 -0.2372 1.1604 -0.13
```

- E_HOMO (eV) = -7.77
- energy (Eh) = -2031.1034
- energy relative to the best compared isomer or geometry (same formula, charge and spin) (kJ/mol) = 84.1



The following is a DFT calculation (the ωB97M-V functional and the def2-TZVPD basis) of an isolated molecule of C30H29N3O4 at a distorted geometry.

```
66
Properties=species:S:1:pos:R:3:lowdin_charge:R:1
H -5.2697 1.9797 2.0841 0.12
C -0.4806 2.3615 3.4268 -0.22
H 0.1139 0.5463 4.3942 0.11
C 1.0885 1.8133 -1.7072 -0.08
C -0.1884 -0.1865 -0.1503 -0.33
H -2.3632 -0.6397 0.6714 0.11
H -0.8587 4.5653 -3.5528 0.10
H -4.5734 2.4395 0.5320 0.11
C -4.1256 0.4111 1.1995 -0.30
H -1.7974 0.1815 2.6958 0.11
H 2.8422 2.6786 -2.5401 0.12
N -2.9501 0.1569 0.3911 0.08
C 2.2614 -4.4793 -2.5408 -0.20
C -0.1238 3.3021 2.4661 -0.05
C 1.0312 3.1497 1.7187 -0.07
H -2.6026 -0.0287 4.2621 0.13
C 1.9457 -1.2790 0.2411 -0.08
H 4.0388 -3.5352 -3.2674 0.12
H -2.0684 3.5077 4.3127 0.12
C 1.8816 0.7654 -1.0658 -0.38
C 1.5274 1.1314 2.9033 -0.08
C 1.0773 -3.4270 -0.7148 0.06
H 0.2533 -3.3916 -0.0222 0.12
H -3.4221 3.5617 2.4228 0.13
C -0.3076 1.8629 -1.5738 -0.12
H -4.9995 -0.0362 0.7033 0.15
H -4.8038 -0.1154 3.1714 0.12
C -0.9868 2.8709 -2.2712 -0.03
C -2.2909 1.0262 -0.3590 -0.03
H -2.0638 2.9264 -2.2359 0.10
C 3.2259 -3.5019 -2.5619 0.02
O 3.0956 0.7059 -1.1417 0.07
N 1.1749 -0.1871 -0.3543 0.08
C 0.3642 1.2775 3.6383 -0.05
H 1.6055 4.4895 -3.7212 0.10
C 1.0799 3.7562 -3.1292 -0.08
H 2.9334 -0.8793 0.4766 0.13
H -3.7158 -1.3129 2.4508 0.12
C 1.7676 2.7595 -2.4757 -0.01
H -2.3151 2.5116 1.5134 0.10
O -0.6855 -1.0796 0.5446 0.03
H -0.7489 4.1704 2.3090 0.11
O 2.1411 -5.5948 -3.3309 0.03
O 0.3911 -5.5277 -1.8328 0.03
C 3.1038 -2.4721 -1.6327 -0.03
N -2.9142 1.8364 3.4350 -0.14
H -2.8427 1.8935 -0.6951 0.12
C 1.8597 2.0619 1.9337 -0.09
C -1.8024 2.4591 4.1528 -0.15
H 2.7632 1.9472 1.3544 0.10
C -3.1913 2.5191 2.1834 -0.19
C -0.9645 0.8908 -0.7297 -0.07
C 0.9751 -6.2550 -2.8904 -0.17
H 1.2347 -7.2684 -2.5423 0.14
C 2.0590 -2.4314 -0.7218 -0.19
H 1.2862 3.8825 0.9668 0.11
C -4.3806 1.8969 1.4584 -0.12
H 1.4251 -1.5858 1.1496 0.12
C -0.3062 3.7988 -3.0285 -0.07
H 2.1760 0.2877 3.0885 0.10
C -3.9065 -0.2449 2.5662 -0.11
H 3.8348 -1.6788 -1.6253 0.11
H 0.2585 -6.3332 -3.7244 0.14
C 1.2028 -4.4387 -1.6329 -0.19
H -1.7325 1.9681 5.1272 0.12
C -2.7142 0.4051 3.2646 -0.18
```

- E_HOMO (eV) = -7.83
- structure (SMILES) = O=C1/C(=C\NC2CCN(Cc3ccccc3)CC2)c2ccccc2C(=O)N1Cc1ccc2c(c1)OCO2
- energy (Eh) = -1625.8749
- energy relative to the best compared isomer or geometry (same formula, charge and spin) (kJ/mol) = 0.0



The following is a DFT calculation (the ωB97M-V functional and the def2-TZVPD basis) of a structure of composition C30H29N5SSn at a distorted geometry.

```
66
Properties=species:S:1:pos:R:3:lowdin_charge:R:1
N 2.7134 0.8885 0.9063 -0.52
C -1.4232 2.3048 2.1668 -0.12
C -2.6911 0.7321 1.0716 -0.27
H 1.0768 5.6150 3.7222 0.12
H -1.4385 -4.6666 0.7831 0.13
C 1.2346 -3.5226 2.4936 -0.01
Sn 0.5506 0.3378 0.1039 1.42
C 5.0367 3.9536 -0.2476 -0.08
C -0.5102 -2.7487 0.5400 -0.25
H 4.3534 4.7699 -0.0656 0.12
H -0.1939 -0.9262 -6.1279 0.12
C 1.8573 4.8861 3.5618 -0.06
C 4.6396 2.6518 0.0102 -0.40
H 5.1326 0.5642 -0.0581 0.10
H 2.1165 -0.6516 -5.2192 0.12
C -1.0984 -0.7218 -4.1961 0.01
H 2.6848 5.0923 5.5246 0.12
H -2.1944 0.7200 -1.7551 0.15
H 1.2673 4.4664 1.5382 0.11
C 3.7769 3.6749 4.3543 -0.05
H 1.9476 -3.7959 3.2534 0.12
C 6.7374 1.8156 -0.7380 -0.05
H 4.6744 2.3072 2.9686 0.12
C -0.8572 -0.5012 -2.8476 -0.29
H -3.7163 -0.7479 -0.0839 0.14
N -1.6546 -0.8731 -0.5424 -0.25
H -0.8306 -2.5252 -1.5207 0.14
C 1.4118 -0.4399 -3.2080 -0.11
N -1.4952 1.1808 1.4550 -0.03
C -2.5374 3.0406 2.5238 -0.02
C -2.7430 -0.6160 0.4040 -0.12
C 0.2288 -4.3986 2.1084 0.00
H -4.8169 1.0334 1.0607 0.12
H -2.6654 -1.3546 1.2083 0.15
H 2.0712 -1.5658 2.1377 0.10
H 8.1290 3.2877 -1.4216 0.12
C -1.3835 -2.3089 -0.6012 -0.12
H -0.4277 2.6024 2.4766 0.10
C 6.3045 4.1818 -0.7505 -0.05
H 2.3872 -0.3269 -2.7534 0.12
N 0.4496 -1.9072 0.9328 -0.02
C -3.8603 1.4168 1.3789 0.01
H 7.3942 0.9844 -0.9377 0.12
C -1.9902 -0.3511 -1.8670 -0.13
C -0.6524 -4.0051 1.1145 0.02
H 4.4795 3.4556 5.1430 0.12
H 3.4617 0.5043 1.4725 0.00
H -2.8957 -0.8310 -2.2619 0.14
H 6.6203 5.1919 -0.9565 0.12
C 5.4682 1.5749 -0.2362 -0.08
C 2.7639 4.5970 4.5691 -0.05
C 7.1506 3.1113 -1.0022 -0.05
C 1.2578 -0.6279 -4.5693 -0.02
H -2.4357 3.9380 3.1123 0.12
C 1.3047 -2.2868 1.8816 -0.11
H -4.6800 3.1379 2.3578 0.12
C -3.7841 2.5919 2.1090 -0.02
H -2.3082 -2.8987 -0.6263 0.15
C -0.0265 -0.7740 -5.0734 -0.01
H 0.1350 -5.3691 2.5704 0.13
C 1.9595 4.2431 2.3401 -0.11
C 2.9718 3.3178 2.1386 -0.40
N 0.3821 -0.3730 -2.3680 -0.03
C 3.8894 3.0300 3.1331 -0.06
H -2.1091 -0.8434 -4.5545 0.13
S 2.9357 2.4574 0.5502 0.98
```

- E_HOMO (eV) = -13.50
- charge = +2
- energy (Eh) = -2046.3785



The following is a DFT calculation (the ωB97M-V functional and the def2-TZVPD basis) of a structure of composition C30H29N7O6STc at a distorted geometry.

```
74
Properties=species:S:1:pos:R:3:lowdin_charge:R:1
C 0.4745 0.0109 -2.0560 -0.16
H -2.1883 -2.5598 -0.0664 0.11
C -3.7047 -1.0671 3.1335 -0.05
H -4.2729 0.6034 -0.5986 0.08
C -2.2547 2.2790 -1.3946 -0.09
H 0.3643 0.8719 -5.8853 0.10
O 6.0361 5.1168 0.0493 0.07
C -1.9428 0.6415 3.3226 -0.10
C 3.0786 2.2478 0.0240 -0.17
H 2.6150 -0.0038 -2.3876 0.08
C -2.0579 -0.9829 1.3671 -0.29
H 5.1398 2.9032 -0.0848 0.13
C 0.8614 -5.0389 0.1082 -0.12
C 0.9927 2.1840 3.3150 -0.82
H 2.5521 0.5501 -4.7300 0.10
O 0.7252 1.8536 0.1844 -0.25
O 2.6478 -0.0565 -0.2869 -0.25
H -2.0171 -0.4259 -1.1227 0.07
H 1.2531 3.8938 4.4124 0.09
C 1.1139 -4.3625 -1.0730 0.03
H -4.2012 -3.5875 0.9409 0.10
H 1.3342 -4.9173 -1.9748 0.13
S 1.8029 0.9490 2.4068 0.70
C 3.4386 0.9081 -0.1814 -0.19
H 1.2402 -2.4239 -1.9949 0.11
H 0.4672 -4.7624 2.2151 0.12
H -4.7350 0.2066 -2.2689 0.08
C -4.2503 0.9597 -1.6433 -0.11
C -4.3132 -2.1546 2.5386 -0.09
H -0.6690 -6.6624 1.4383 0.10
N 1.7131 3.2220 3.8252 0.08
H -4.1126 -0.6627 4.0539 0.11
H -5.2117 -2.5775 2.9714 0.10
H 2.7118 3.1995 3.7727 0.08
H -2.8733 3.1758 -1.4542 0.08
N -0.8897 1.1850 2.8806 -0.07
C -3.7588 -2.7079 1.3922 -0.09
C 3.8124 4.5236 0.1994 -0.14
H -2.3806 0.9441 4.2826 0.12
O -1.0232 -0.4314 0.7140 -0.30
C 1.6191 0.4461 -4.1868 -0.09
C -0.7511 0.1485 -2.7431 -0.22
N 0.8256 -2.2594 0.0152 -0.08
H -2.0858 2.0343 -0.3323 0.08
C 0.6251 -4.2941 1.2520 0.01
H 4.4983 0.6768 -0.2862 0.15
C 1.0755 -2.9849 -1.0850 -0.06
C -2.6424 -2.1324 0.8204 -0.04
N 0.0337 -7.1636 0.9265 0.18
N -0.2905 2.1827 3.5414 -0.01
H 2.2774 6.0133 0.4485 0.12
C 4.1085 3.2115 0.0439 0.06
H -2.6724 -0.7643 -2.7261 0.13
H -4.8318 1.8807 -1.7064 0.08
O 1.7119 -7.1385 -0.5960 0.08
N -2.9051 1.2008 -2.1272 -0.25
C 2.4709 4.9537 0.3503 0.03
H 0.4677 -2.3068 2.0517 0.12
C -2.1208 -0.0335 -2.1275 -0.18
C -2.5712 -0.4585 2.5888 -0.12
Tc 0.7188 -0.1633 0.0685 1.56
H -1.2845 2.4983 -1.8426 0.08
C 0.4051 0.6175 -4.8326 -0.08
O 4.5817 6.6856 0.2725 0.07
C 0.6252 -2.9148 1.1700 -0.09
C 1.7085 2.6579 0.1865 -0.39
C 1.4578 4.0507 0.3535 0.02
C -0.7588 0.4490 -4.1073 -0.05
C 0.9205 -6.5447 0.1044 -0.50
H 0.4263 4.3571 0.4736 0.13
C 1.6432 0.1425 -2.8334 -0.13
N 4.8922 5.5144 0.1713 -0.36
H -1.7235 0.5619 -4.5934 0.12
H 0.0270 -8.1689 0.9424 0.12
```

- expectation value of S² = 1.21
- E_HOMO (alpha / beta) (eV) = -7.27 / -7.32
- energy (Eh) = -2474.1683
- spin multiplicity = 2
- energy relative to the best compared isomer or geometry (same formula, charge and spin) (kJ/mol) = 89.3